Entry 1:
Molecular formula: C28H34CrF14FeO16S4
Method: DFT, ωB97M-V with the def2-TZVPD basis set

Calculated values
E_LUMO (alpha / beta)   -7.39 / -5.53 eV
Maximum force   6.276 eV Å⁻¹
DFT total energy   -206535.221 eV
Charge   +1
Highest occupied orbital energy (alpha / beta)   -10.96 / -10.29 eV
⟨S²⟩   15.795
Multiplicity   8
Gap between HOMO and LUMO (alpha / beta)   3.57 / 4.76 eV

Positions of all 98 atoms, in Å:
Fe 0.4551 -3.2439 -1.7236
Cr 1.1947 1.1797 -2.6608
C 4.6266 -1.8440 -1.7763
F 5.3243 -0.7167 -2.0382
F 5.1534 -2.9840 -2.1852
F 4.3712 -2.0000 -0.4852
S 3.0224 -1.4651 -2.6738
O 2.9021 -0.0231 -2.6464
O 3.1241 -2.0703 -4.0046
O 1.9954 -2.0353 -1.8001
C -2.9624 -4.9822 -2.8523
F -2.6566 -5.4842 -4.0583
F -3.1716 -3.6349 -2.9186
F -4.0549 -5.4754 -2.3556
S -1.7262 -5.4046 -1.5862
O -0.4409 -4.8267 -2.1602
O -2.1382 -4.6266 -0.4529
O -1.7266 -6.8332 -1.4928
C -1.0366 -0.1297 1.0659
F -0.7723 -0.5056 2.2918
F -2.2765 -0.4705 0.7495
F -0.9482 1.2158 0.9775
S 0.2314 -0.8016 -0.0010
O -0.2602 -2.1963 -0.4041
O 0.1676 0.0648 -1.1696
O 1.3918 -0.9319 0.8466
C -2.1905 -0.5014 -4.3788
F -2.4232 -0.1659 -3.0995
F -3.0517 -1.4103 -4.7809
F -2.2327 0.5926 -5.1557
S -0.5010 -1.1287 -4.3946
O -0.3426 -1.7129 -5.6424
O 0.1572 0.1106 -4.0692
O -0.2664 -2.1121 -3.3506
F 5.1844 1.8269 5.4942
C 3.8906 1.4101 5.6148
C 3.0484 2.0419 6.4759
C 1.7336 1.5576 6.6868
C 1.2694 0.4668 5.9705
C 2.1370 -0.1789 5.0451
C 3.4023 0.3051 4.9158
H 3.4710 2.8775 7.0293
H 1.0150 2.0370 7.3663
H 0.2082 0.0873 5.9816
H 1.7994 -1.0533 4.5006
H 4.0481 -0.1543 4.2109
F -4.2407 0.3709 4.5121
C -3.4842 0.5814 5.6408
C -2.8653 1.8135 5.8744
C -2.0482 2.0202 6.9710
C -1.8969 0.9821 7.8727
C -2.5486 -0.2242 7.7023
C -3.3690 -0.4571 6.5700
H -3.0088 2.4916 5.0673
H -1.6147 2.9876 7.1449
H -1.4446 1.2009 8.8097
H -2.3587 -0.9550 8.5043
H -3.9706 -1.3667 6.4907
C -4.6813 2.6596 -2.0577
C -4.3706 3.1834 -3.4076
O -3.4848 4.0002 -3.5863
C -5.1558 2.7940 -4.5644
H -4.1075 3.1647 -1.2779
H -4.3234 1.6524 -2.1028
H -5.7524 2.6246 -1.8974
H -5.7542 1.9180 -4.4170
H -4.4678 2.6253 -5.3903
H -5.8076 3.7261 -4.7703
C -0.7399 4.8202 -2.6425
C -0.5658 3.6126 -3.4200
O -0.3113 2.5489 -2.8609
C -0.6568 3.5897 -4.8617
H -0.0956 4.7991 -1.7807
H -1.7812 4.8825 -2.2956
H -0.5592 5.6900 -3.2258
H 0.3615 3.8341 -5.2628
H -1.2332 4.3847 -5.3639
H -0.9063 2.5963 -5.2637
C 2.9070 -6.4881 -1.4905
C 2.3477 -5.6006 -0.4843
O 1.7774 -4.5580 -0.8792
C 2.4342 -5.8504 0.9996
H 2.2617 -7.3072 -1.7489
H 3.8769 -6.8812 -1.2075
H 3.0843 -5.9655 -2.4526
H 1.6052 -5.4114 1.6148
H 3.4160 -5.5889 1.3381
H 2.4285 -6.9311 1.0496
C 2.9539 2.8842 0.2905
C 2.9378 3.3581 -1.1348
O 2.3953 2.7965 -2.0975
C 3.3817 4.7616 -1.3624
H 2.9351 1.7096 0.3293
H 2.0805 3.3531 0.7210
H 3.8988 3.2292 0.7954
H 2.7070 5.3248 -0.7268
H 3.3625 4.9774 -2.4328
H 4.3071 4.9663 -0.7374

=====

Entry 2:
Molecular formula: C28H34F8N7O4RuS2Se
Method: DFT, ωB97M-V with the def2-TZVPD basis set

Calculated values
E_LUMO (alpha / beta)   4.11 / 4.10 eV
Maximum force   2.100 eV Å⁻¹
DFT total energy   -159547.797 eV
Charge   -2
Highest occupied orbital energy (alpha / beta)   -0.28 / -1.82 eV
⟨S²⟩   0.761
ΔE to the lowest compared entry with this formula, charge and spin   15.3 kcal/mol
Multiplicity   2
Gap between HOMO and LUMO (alpha / beta)   4.38 / 5.92 eV

Positions of all 85 atoms, in Å:
Ru 0.2339 -0.1333 -0.2521
C 2.7855 -5.2582 -1.2957
C 2.2194 -6.0291 -0.1058
C 3.1600 -5.9599 1.0940
C 0.8072 -5.5574 0.2533
N 0.7381 -4.1531 0.6074
C 0.5984 -3.1012 -0.1928
N 0.7115 -2.0152 0.5422
N 0.9035 -2.4300 1.8123
N 0.9311 -3.7089 1.8609
H 3.7655 -5.6527 -1.5700
H 2.9171 -4.2009 -1.0582
H 2.1400 -5.3113 -2.1742
H 2.0985 -7.0797 -0.3946
H 3.2296 -4.9412 1.4773
H 4.1626 -6.2812 0.8068
H 2.8161 -6.5964 1.9127
H 0.4172 -6.1148 1.1054
H 0.1382 -5.6995 -0.5961
H 0.4361 -3.1474 -1.2547
C 1.8574 4.9995 2.5146
C 1.9302 3.8744 1.4865
N 1.5024 2.5951 2.0226
C 0.2287 2.1730 2.0913
S -0.0757 0.5567 2.5076
N -0.7460 3.0717 1.8502
C -2.1280 2.6755 1.5811
C -3.0697 3.1353 2.6829
H 2.2268 5.9317 2.0818
H 2.4702 4.7533 3.3829
H 0.8354 5.1611 2.8612
H 2.9602 3.7473 1.1575
H 1.3545 4.1259 0.5929
H 2.1487 1.8154 1.9491
H -0.4554 3.9090 1.3676
H -2.1489 1.5901 1.4900
H -2.4120 3.0851 0.6117
H -2.7773 2.6933 3.6372
H -4.0913 2.8226 2.4566
H -3.0602 4.2235 2.7898
Se 1.1820 -2.7313 -4.3453
C 0.7915 -1.5767 -2.9884
N 0.4813 -0.9869 -2.0408
C -2.7309 0.0512 -2.1777
C -2.7710 -0.9033 -0.9890
C -2.6608 -2.3407 -1.5558
C -1.6170 -0.6327 -0.0201
C -4.0774 -0.7816 -0.2059
C -4.3574 -1.6681 0.8399
C -5.5161 -1.5668 1.5919
C -6.4453 -0.5693 1.3194
C -6.1873 0.3190 0.2879
C -5.0204 0.2126 -0.4618
H -1.7697 -0.0422 -2.6812
H -2.8351 1.0881 -1.8646
H -3.5197 -0.1769 -2.9045
H -1.7136 -2.4423 -2.0852
H -3.4742 -2.5502 -2.2614
H -2.6953 -3.0907 -0.7616
H -1.8431 -1.0489 0.9701
H -3.6389 -2.4413 1.0808
H -5.6917 -2.2656 2.4023
H -7.3522 -0.4854 1.9070
H -6.8961 1.1075 0.0605
H -4.8388 0.9283 -1.2514
F 6.5750 3.2277 -2.0783
C 5.5682 2.5204 -1.5125
C 5.6474 2.0987 -0.1992
F 6.7401 2.4059 0.5335
C 4.6164 1.3774 0.3653
F 4.7355 1.0240 1.6682
C 3.4259 1.0211 -0.3217
O 2.4952 0.3685 0.2645
C 3.4013 1.4713 -1.6661
F 2.3450 1.1921 -2.4328
C 4.4325 2.1934 -2.2347
F 4.3459 2.5862 -3.5168
F 0.2180 5.0427 -0.6136
C 0.3746 4.3863 -1.7922
F 0.0257 5.2482 -2.7586
F 1.6774 4.1269 -1.9267
S -0.6701 2.8707 -1.8506
O -1.9777 3.4203 -1.5710
O -0.4424 2.3531 -3.1690
O -0.0964 2.0914 -0.7464

=====

Entry 3:
Molecular formula: C28H34N10O4
Method: DFT, ωB97M-V with the def2-TZVPD basis set

Calculated values
E_LUMO   -1.03 eV
Maximum force   1.499 eV Å⁻¹
DFT total energy   -52670.288 eV
Charge   0
Highest occupied orbital energy   -10.35 eV
SMILES string   O=[N+]([O-])c1ccccc1.O=[N+]([O-])c1ccccc1.CC#N.CC#N.CC#N.CC#N.CC#N.CC#N.CC#N.CC#N
ΔE to the lowest compared entry with this formula, charge and spin   20.9 kcal/mol
Multiplicity   1
Gap between HOMO and LUMO   9.32 eV

Positions of all 76 atoms, in Å:
O 1.3878 1.7065 -2.8926
N 0.8928 0.9617 -2.0589
O 0.2613 -0.0419 -2.3264
C 1.1216 1.2145 -0.6363
C 1.9969 2.1545 -0.1349
C 2.1981 2.2962 1.2268
C 1.4727 1.5085 2.1117
C 0.4885 0.6610 1.6195
C 0.3552 0.4681 0.2491
H 2.5755 2.7567 -0.8230
H 2.8403 3.1110 1.5331
H 1.6766 1.6575 3.1639
H -0.0185 -0.0355 2.2759
H -0.3878 -0.2457 -0.0742
O -1.5000 -2.2593 -1.5374
N -1.9204 -3.3932 -1.6204
O -1.7618 -4.2770 -0.8017
C -2.5718 -3.7548 -2.8728
C -3.5003 -4.7900 -2.8625
C -4.1755 -5.0844 -4.0461
C -3.8704 -4.4383 -5.2362
C -2.9172 -3.4333 -5.2140
C -2.2790 -3.0725 -4.0474
H -3.7582 -5.3280 -1.9636
H -4.9545 -5.8352 -4.0369
H -4.4262 -4.5876 -6.1515
H -2.7369 -2.7942 -6.0698
H -1.4930 -2.3318 -4.1074
C -3.1265 0.7328 0.0652
C -4.4077 0.6737 -0.6174
N -5.4146 0.6320 -1.1551
H -2.3828 1.0387 -0.6722
H -2.8375 -0.2550 0.4254
H -3.1785 1.4370 0.8932
C 3.8700 3.2049 5.3982
C 3.5997 1.7879 5.2260
N 3.4137 0.6678 5.0515
H 4.1481 3.5943 4.4198
H 4.6323 3.4296 6.1406
H 2.9740 3.7045 5.7705
C 3.6298 4.2186 -2.8433
C 3.4914 5.1045 -1.6947
N 3.3647 5.7621 -0.7646
H 4.2494 4.6602 -3.6175
H 2.6491 3.9764 -3.2532
H 4.0299 3.2932 -2.4367
C -1.0807 0.2563 4.9749
C -2.0406 1.0927 4.2571
N -2.8124 1.6869 3.6499
H -0.1408 0.7525 5.1947
H -0.8451 -0.6500 4.4158
H -1.6440 -0.0833 5.8474
C 4.4599 0.4497 -4.2113
C 5.3496 1.3192 -3.4275
N 6.0539 2.0029 -2.8362
H 5.0594 0.2724 -5.1112
H 3.4934 0.9047 -4.3907
H 4.4034 -0.5413 -3.7639
C -3.1808 -3.7263 3.3908
C -2.1073 -2.8913 2.8604
N -1.2955 -2.2111 2.4269
H -3.4398 -3.4674 4.4133
H -2.8536 -4.7650 3.3482
H -4.0482 -3.6148 2.7417
C -1.2156 3.5466 0.6672
C -2.5021 4.1305 0.3165
N -3.5062 4.5890 0.0175
H -0.5603 4.3327 1.0541
H -0.6887 3.0822 -0.1563
H -1.3085 2.8795 1.5239
C 1.3020 -3.0238 0.2758
C 1.7890 -3.8848 1.3450
N 2.2018 -4.5593 2.1786
H 0.3673 -3.4357 -0.1002
H 2.0459 -2.8818 -0.5060
H 1.0440 -2.0181 0.6021